1.
Below is 2 unconnected molecules or ions with the total composition C10H23NSi, with properties calculated with wB97M-V/def2-TZVPD.

Computed properties:
HOMO energy (alpha / beta): -0.2343 / -0.2382 Eh
orbital gap (alpha / beta): 6.50 / 7.30 eV

Geometry as ORCA input:
```
! RIJCOSX wB97M-V def2-TZVPD def2/J DEFGRID3
* xyz 0 1
C -2.88 -0.16 0.86
C -1.76 0.18 1.48
C 2.89 1.36 2.33
C -3.41 -2.02 -0.76
C -3.88 0.38 -1.28
C 3.47 2.12 -0.70
C 0.47 -2.56 -0.95
C 2.09 1.01 0.99
C -2.95 -0.59 -0.59
C 3.06 0.80 -0.17
N 1.44 -1.71 -0.66
Si 2.10 -0.30 -1.44
H -3.69 -0.21 1.54
H -0.73 0.18 1.16
H 3.18 0.44 2.80
H 2.08 1.88 2.91
H 3.75 2.03 2.06
H -3.43 -2.29 -1.83
H -2.64 -2.63 -0.36
H -4.28 -2.11 -0.06
H -4.92 0.28 -0.92
H -3.67 1.47 -1.12
H -3.78 0.01 -2.30
H 4.10 2.72 0.05
H 4.18 2.02 -1.54
H 2.71 2.79 -1.10
H -1.86 0.70 2.41
H -0.05 -2.41 -1.88
H 0.14 -3.35 -0.23
H 1.67 0.02 1.32
H 1.40 1.65 0.64
H -2.01 -0.42 -0.93
H 3.93 0.19 0.27
H 1.88 -2.04 0.23
H 1.42 0.60 -2.24
*
```


2.
Below is a molecular structure, C31H36BF3N6O5RuSSb, with properties calculated with wB97M-V/def2-TZVPD.

Computed properties:
⟨S²⟩: 8.7906
HOMO energy (alpha / beta): -0.2039 / -0.3104 Eh
orbital gap (alpha / beta): 5.75 / 8.03 eV

Geometry as ORCA input:
```
! RIJCOSX wB97M-V def2-TZVPD def2/J DEFGRID3
* xyz 0 6
Ru -0.65 -0.61 -0.21
O -0.75 0.17 3.12
C -1.61 1.10 2.49
O -1.76 0.95 1.26
C -2.22 2.10 3.27
C -3.13 2.98 2.61
C -3.73 3.98 3.29
C -3.44 4.20 4.65
C -2.55 3.34 5.32
C -1.97 2.30 4.66
N -4.06 5.26 5.32
O -4.83 5.98 4.68
O -3.82 5.43 6.52
H -3.31 2.81 1.56
H -4.44 4.65 2.81
H -2.36 3.53 6.36
H -1.30 1.63 5.18
C -4.63 -1.50 1.92
N -3.54 -2.01 1.12
C -3.47 -1.41 -0.20
C -2.42 -2.51 1.70
N -1.27 -2.42 1.12
N -2.63 -3.15 2.91
C -1.50 -3.38 3.80
C -3.63 -4.20 3.00
H -4.65 -0.41 1.86
H -4.52 -1.79 2.96
H -5.58 -1.89 1.54
H -4.46 -1.50 -0.66
H -2.74 -1.93 -0.83
H -3.21 -0.34 -0.14
H -0.53 -2.94 1.59
H -0.91 -4.25 3.51
H -1.89 -3.55 4.80
H -0.87 -2.49 3.83
H -4.35 -4.12 2.19
H -4.15 -4.14 3.96
H -3.15 -5.19 2.93
F 1.20 1.47 3.10
B 0.54 0.35 3.35
F 1.24 -0.64 3.89
S 1.75 -0.36 0.08
Sb 2.34 -0.53 -2.22
C 2.56 -2.53 -2.98
C 2.91 -3.51 -2.06
C 3.11 -4.81 -2.48
C 2.95 -5.14 -3.82
C 2.61 -4.15 -4.73
C 2.41 -2.85 -4.31
C 1.83 1.02 -3.64
C 1.58 2.29 -3.17
C 1.35 3.32 -4.07
C 1.37 3.08 -5.43
C 1.60 1.79 -5.89
C 1.84 0.77 -5.00
C 4.38 -0.02 -1.74
C 5.43 -0.90 -1.91
C 6.68 -0.60 -1.40
C 6.89 0.58 -0.71
C 5.85 1.49 -0.57
C 4.60 1.18 -1.08
H 3.05 -3.24 -1.02
H 3.41 -5.56 -1.77
H 3.09 -6.15 -4.15
H 2.51 -4.39 -5.78
H 2.14 -2.10 -5.03
H 1.56 2.49 -2.11
H 1.17 4.32 -3.70
H 1.20 3.88 -6.13
H 1.61 1.59 -6.95
H 2.04 -0.22 -5.37
H 5.27 -1.83 -2.45
H 7.49 -1.30 -1.52
H 7.86 0.80 -0.29
H 6.01 2.42 -0.04
H 3.78 1.88 -0.94
F 0.05 -1.13 -2.44
N -0.18 2.66 -0.51
C -1.24 2.35 -1.30
N -1.92 3.40 -1.83
O -1.56 1.20 -1.58
H -0.14 3.56 -0.06
H 0.16 1.89 0.06
H -1.67 4.35 -1.66
H -2.65 3.19 -2.48
*
```


3.
Below is C5H9NS in the gas phase, with properties calculated with wB97M-V/def2-TZVPD.

Computed properties:
SMILES: CC1(C)CNC1=S
HOMO energy: -0.3063 Eh
orbital gap: 9.10 eV

Geometry as ORCA input:
```
! RIJCOSX wB97M-V def2-TZVPD def2/J DEFGRID3
* xyz 0 1
C 0.46 -0.86 1.31
C 0.05 -0.15 0.02
C 0.35 -1.02 -1.23
C 0.49 1.30 -0.08
N -0.95 1.63 0.09
C -1.35 0.36 0.09
S -2.80 -0.35 0.03
H 1.57 -1.10 1.30
H 0.22 -0.30 2.17
H -0.09 -1.79 1.37
H 0.20 -0.34 -2.07
H -0.29 -1.87 -1.24
H 1.45 -1.21 -1.17
H 1.26 1.65 0.61
H 0.86 1.55 -1.09
H -1.42 2.49 -0.13
*
```


4.
Below is a molecular structure, C35H55MnN4OP2, with properties calculated with wB97M-V/def2-TZVPD.

Computed properties:
⟨S²⟩: 8.7851
HOMO energy (alpha / beta): -0.3447 / -0.4092 Eh
orbital gap (alpha / beta): 6.76 / 7.31 eV

Geometry as ORCA input:
```
! RIJCOSX wB97M-V def2-TZVPD def2/J DEFGRID3
* xyz 1 6
C 2.37 -1.24 -1.62
C 1.36 0.59 -2.66
C 3.41 -1.22 -2.54
C 2.33 0.60 -3.67
C 3.38 -0.32 -3.59
H 4.19 -1.97 -2.43
H 2.22 1.32 -4.48
H 4.13 -0.34 -4.38
N 1.43 -0.28 -1.63
P 0.44 -2.40 0.01
P -0.01 2.17 -0.79
C 2.20 -2.34 -0.59
H 2.49 -3.31 -1.02
H 2.86 -2.14 0.27
C -1.15 -0.20 1.06
O -1.91 -0.33 1.95
C 0.16 1.50 -2.60
H 0.23 2.32 -3.32
C -1.60 3.24 -0.86
C 1.50 3.31 -0.62
C -0.43 -3.57 -1.22
C 0.63 -3.22 1.71
C -2.77 2.40 -0.32
H -2.61 2.11 0.73
H -3.69 3.01 -0.37
H -2.93 1.49 -0.90
C -1.51 4.50 0.00
H -1.26 4.27 1.04
H -0.81 5.24 -0.40
H -2.51 4.98 0.01
C -1.90 3.64 -2.30
H -2.79 4.29 -2.30
H -1.08 4.21 -2.76
H -2.14 2.77 -2.92
C 1.47 4.03 0.73
H 1.21 3.33 1.52
H 2.48 4.43 0.94
H 0.79 4.88 0.75
C 2.77 2.44 -0.61
H 2.71 1.67 0.17
H 2.97 1.97 -1.58
H 3.63 3.08 -0.38
C 1.55 4.31 -1.79
H 1.28 3.88 -2.76
H 0.92 5.19 -1.60
H 2.59 4.67 -1.88
C -0.76 -3.65 2.21
H -0.63 -4.07 3.23
H -1.46 -2.81 2.27
H -1.21 -4.44 1.60
C 1.23 -2.18 2.67
H 2.23 -1.84 2.33
H 0.59 -1.30 2.78
H 1.35 -2.63 3.66
C 1.57 -4.44 1.68
H 2.53 -4.24 1.19
H 1.78 -4.72 2.73
H 1.11 -5.32 1.21
C 0.01 -3.20 -2.65
H 1.05 -3.46 -2.85
H -0.62 -3.76 -3.36
H -0.14 -2.13 -2.84
C -1.94 -3.33 -1.10
H -2.21 -2.31 -1.42
H -2.46 -4.05 -1.75
H -2.31 -3.48 -0.08
C -0.10 -5.05 -0.99
H 0.98 -5.25 -1.03
H -0.52 -5.45 -0.06
H -0.56 -5.63 -1.81
Mn -0.22 -0.17 -0.41
N -1.45 -0.14 -1.81
C -1.12 0.55 -2.81
C -1.81 0.46 -4.20
C -1.28 1.50 -5.18
C -1.47 -0.91 -4.78
C -3.33 0.59 -4.03
H -1.48 2.52 -4.85
H -0.20 1.37 -5.34
H -1.78 1.36 -6.14
H -1.87 -1.71 -4.14
H -1.92 -1.02 -5.78
H -0.39 -1.04 -4.88
H -3.76 1.15 -4.86
H -3.79 -0.41 -4.01
H -3.61 1.10 -3.10
N 0.12 -0.38 7.68
C 0.29 0.07 6.61
C 0.48 0.64 5.29
C -0.60 1.23 4.64
C -0.38 1.80 3.39
N 0.80 1.74 2.77
C 1.85 1.21 3.41
C 1.73 0.63 4.68
H -1.59 1.27 5.08
H -1.19 2.35 2.89
H 2.82 1.24 2.91
H 2.60 0.19 5.16
*
```


Sequential DFT total energy output: -738.87215, -2965.45958, -648.83017, -3494.36875 hartree
Sequential energy above the lowest of the compared OMol25 structures with the same formula, charge and spin output: 3.963, 1.858, 0.625, 0.785 eV